Below is C8H11Br12ClFO3PS2 as an isolated structure in a non-equilibrium geometry, with properties calculated with wB97M-V/def2-TZVPD.

Each line ends with the Löwdin charge.
Cartesian coordinates (Å):
O: -3.0805 0.0605 3.0544  -0.240
S: -2.5548 -0.7591 2.0670  0.515
O: -1.1699 -0.8970 2.1315  -0.252
O: -3.2076 -2.2021 2.0610  -0.159
C: -3.5370 -2.6788 0.7760  -0.197
C: -2.4880 -2.4444 -0.2601  -0.881
F: -2.9450 -2.9768 -1.3764  0.039
Cl: -1.0355 -3.3337 0.1536  0.763
C: -2.1885 -0.9981 -0.5394  -0.198
C: -2.9048 -0.1016 0.4438  -0.525
P: -2.4502 1.6583 0.2881  0.385
S: -3.6339 2.4681 -1.0370  0.131
H: -4.4562 -2.2952 0.4142  0.137
H: -3.6677 -3.7166 0.8631  0.128
H: -1.1526 -0.8549 -0.3770  0.078
H: -2.3950 -0.7222 -1.5396  0.126
H: -3.9463 -0.2074 0.2707  0.091
H: -2.6889 2.2397 1.5326  -0.037
H: -1.1014 1.7367 -0.0547  -0.018
C: 0.6130 2.8594 3.3330  -1.643
Br: -1.1403 3.2120 4.0291  0.607
Br: 0.8712 3.6807 1.6076  0.545
Br: 1.9893 3.3840 4.5682  0.589
H: 0.6961 1.7944 3.1949  -0.057
C: 3.1789 -1.4176 0.5123  -1.608
Br: 2.4573 0.2923 1.0057  0.537
Br: 3.7088 -2.4316 2.0603  0.591
Br: 1.9812 -2.4110 -0.6177  0.543
H: 4.0643 -1.2240 -0.0685  -0.035
C: 1.4096 -1.5095 -4.7515  -1.625
Br: 0.9627 0.3564 -4.6011  0.569
Br: 3.2595 -1.8301 -4.3352  0.566
Br: 0.2376 -2.5990 -3.6834  0.554
H: 1.2606 -1.7927 -5.7775  -0.034
C: 5.1148 3.1499 -1.1410  -1.631
Br: 4.4466 4.8977 -0.6988  0.574
Br: 5.6480 2.1791 0.4311  0.561
Br: 3.8512 2.1477 -2.1944  0.543
H: 5.9933 3.2866 -1.7449  -0.035

Forces on the atoms, in the same order (eV/Å):
-2.5191 1.3052 2.1212
0.3365 0.3730 -1.0936
3.1443 -0.7928 -0.2852
-0.3344 0.6349 0.2675
0.1468 -0.3357 0.0798
0.7996 0.4748 0.4222
-1.2504 -1.2529 -2.1734
0.4404 -0.5734 0.3444
0.5877 0.5791 1.0535
0.5447 -0.8736 0.6620
-1.6929 0.9012 -1.0015
0.2923 -0.0649 -0.0931
-1.0571 0.7391 -0.2112
-0.1171 -1.4558 0.2613
1.2303 0.1944 -0.0494
-0.5030 0.0791 -1.0985
-1.1826 0.5583 -0.0114
0.6106 -0.2587 0.3493
0.3157 -0.3057 0.4579
0.0431 0.0973 0.0643
-0.0249 0.0114 0.0089
0.0185 -0.0378 -0.0357
-0.0155 -0.0060 -0.0379
-0.0025 -0.1860 -0.0303
-0.0252 -0.1168 0.0648
-0.2204 0.0362 0.0002
-0.0084 0.0153 -0.0355
0.3332 0.2360 0.0794
0.1734 0.0516 -0.0441
0.0611 0.0865 0.2181
0.0131 -0.0032 0.0425
-0.0089 0.0164 -0.0095
-0.1153 -0.0540 -0.0739
-0.0379 -0.0467 -0.1804
-0.1795 -0.0570 0.0875
-0.0233 -0.0311 0.0036
0.0775 0.0387 0.0025
-0.0048 -0.0068 -0.0178
0.1544 0.0305 -0.1086

Strongest force on any atom, eV/A: 3.5
HOMO-LUMO gap, eV: 8.87
Multiplicity: 1
E_LUMO, eV: -0.19

---

Below is a 2-piece molecular cluster, C8H11BrOSi overall in a non-equilibrium geometry, with properties calculated with wB97M-V/def2-TZVPD.

Each line ends with the Löwdin charge.
Cartesian coordinates (Å):
C: -0.6274 3.5821 -1.7373  -0.097
C: -0.9190 3.3378 -0.4063  -0.095
C: -0.0865 2.5906 -2.5207  -0.080
C: -0.7729 2.0848 0.1274  -0.159
C: 0.1542 1.3046 -1.9551  -0.069
C: -0.2698 1.1245 -0.6235  -0.001
C: 2.4265 -2.1908 1.3791  -0.127
C: -1.1923 -2.5808 1.8544  -0.250
O: 1.3956 -2.8624 0.6714  -0.374
Si: -0.0655 -2.2932 0.3630  0.146
Br: -0.5816 -3.6803 -1.2769  0.354
H: -0.9859 4.4666 -2.2267  0.100
H: -1.5199 3.9980 0.1676  0.096
H: -0.0397 2.8454 -3.4931  0.063
H: -1.2533 1.9454 1.0571  0.091
H: 0.3404 0.5210 -2.6396  0.077
H: 2.1860 -1.4894 2.1394  0.071
H: 2.8411 -1.6415 0.6326  0.049
H: 3.1340 -2.8856 1.8473  0.099
H: -0.7046 -2.3091 2.8731  0.058
H: -2.1318 -2.1215 2.0188  -0.011
H: -1.3277 -3.7462 1.7480  0.059

Forces on the atoms, in the same order (eV/Å):
-0.2513 0.0618 0.6587
-0.5876 0.5111 -0.9825
-0.2079 -1.6317 3.6897
-0.6904 0.9474 1.2347
-1.4611 1.5549 0.5265
1.9132 -2.2489 -2.8696
-0.0841 -1.5830 0.7418
1.4522 -1.9972 1.4816
0.8675 -0.5503 1.2828
-1.4615 1.0996 0.0699
-0.4644 -0.0800 -0.3531
0.1705 0.5597 0.0539
-0.1200 0.9576 0.3595
0.7120 0.0603 -3.4293
-0.0551 -0.5056 1.1450
0.6507 -0.9198 -0.2193
-1.1855 0.4899 0.8598
2.1921 1.6793 -1.8487
-0.2629 -0.1308 -0.4869
-0.1070 -0.8108 -1.7764
-1.1507 0.4484 -0.7929
0.1311 2.0879 0.6549

Strongest force on any atom, eV/A: 4.1
HOMO-LUMO gap (spin up / spin down), eV: 7.40 / 8.38
Multiplicity: 1
E_LUMO (spin up / spin down), eV: -0.18 / -0.61
ΔE to the lowest compared entry with this formula, charge and spin, kJ/mol: 460.1

---

Below is C8H11CoNOSe4 as an isolated structure, with properties calculated with wB97M-V/def2-TZVPD.

Each line ends with the Löwdin charge.
Cartesian coordinates (Å):
Co: -0.0574 0.2330 0.0417  0.122
O: -1.1965 -1.3103 -0.6620  -0.169
C: -1.2137 -1.6427 -2.0824  -0.174
C: 0.0317 -1.0339 -2.6707  -0.160
C: 1.3191 -1.6500 -2.0833  -0.109
C: 2.3044 -0.6255 -1.5994  -0.253
C: 3.5813 -0.5122 -2.1141  0.009
C: 4.4412 0.4425 -1.5944  -0.017
C: 4.0055 1.2633 -0.5676  -0.025
C: 2.7177 1.1069 -0.1042  -0.103
N: 1.8819 0.1867 -0.6103  -0.003
H: -1.9002 -1.7534 -0.1769  0.126
H: -2.1182 -1.2402 -2.5313  0.134
H: -1.2089 -2.7277 -2.1800  0.137
H: 0.0018 0.0501 -2.5064  0.094
H: 0.0032 -1.1455 -3.7545  0.134
H: 1.7999 -2.3008 -2.8108  0.126
H: 1.0612 -2.2850 -1.2309  0.128
H: 3.8950 -1.1713 -2.9122  0.126
H: 5.4430 0.5453 -1.9913  0.124
H: 4.6452 2.0163 -0.1308  0.121
H: 2.3187 1.7271 0.6877  0.108
Se: -0.2075 0.0581 2.4279  0.175
Se: -1.4809 1.8126 3.0987  0.092
Se: -1.9780 3.1656 1.2990  0.093
Se: -0.9066 2.3981 -0.5466  0.165

Forces on the atoms, in the same order (eV/Å):
-0.1395 0.0550 0.0921
0.1416 -0.1073 -0.3301
-0.0377 -0.0337 0.2187
0.0679 0.0207 -0.1096
0.0093 -0.0179 -0.0576
-0.1263 0.0457 0.1703
0.0841 -0.0045 -0.0100
0.0600 -0.0019 -0.0561
0.0643 0.0389 0.0349
-0.1235 -0.0917 -0.0630
0.0435 -0.0515 -0.0994
-0.0232 0.0555 0.0953
-0.0511 0.0684 -0.0095
-0.0237 -0.0410 0.0067
0.0041 0.0281 0.0359
0.0058 -0.0585 -0.0008
0.0018 0.0233 -0.0316
0.0112 0.0014 0.0066
0.0029 0.0174 0.0185
-0.0175 -0.0069 0.0187
0.0047 -0.0072 -0.0157
0.0093 0.0122 0.0172
0.1034 -0.0926 0.1122
-0.0627 0.0608 0.0179
-0.0594 0.0047 0.0820
0.0508 0.0827 -0.1438

Strongest force on any atom, eV/A: 0.4
HOMO-LUMO gap (spin up / spin down), eV: 7.42 / 6.00
Multiplicity: 5
E_LUMO (spin up / spin down), eV: -3.49 / -5.30
Net charge: +1

---

Below is C8H11CoNPS as an isolated structure in a non-equilibrium geometry, with properties calculated with wB97M-V/def2-TZVPD.

Each line ends with the Löwdin charge.
Cartesian coordinates (Å):
C: 2.2076 -0.5516 -0.2636  -0.220
C: 2.6290 -1.5596 -1.1322  -0.248
C: 1.8056 -2.2123 -2.0692  -0.159
C: 0.4444 -1.8888 -2.2578  -0.240
C: -0.1751 -0.9189 -1.4817  -0.169
Co: 0.3664 -0.0799 0.1867  0.322
P: 1.0858 1.5838 1.7122  0.744
H: 2.9828 -0.1774 0.4308  -0.023
H: 3.6913 -1.8466 -1.1130  0.079
H: 2.2613 -2.9650 -2.7253  0.089
H: -1.1829 -0.5699 -1.7971  0.013
H: -0.0811 -2.3496 -3.1067  0.079
H: 0.6678 2.9213 1.4479  -0.118
H: 2.4845 1.8567 1.7847  -0.099
H: 0.8623 1.6618 3.1248  -0.114
S: -3.7227 0.2682 1.6258  1.047
C: -3.2911 1.7339 0.9181  -0.377
C: -1.9960 1.6133 0.4404  -0.247
N: -1.4379 0.3872 0.6324  -0.225
C: -2.2579 -0.4716 1.2723  -0.416
H: -3.9112 2.6189 0.8588  0.077
H: -1.4680 2.4164 -0.0571  0.112
H: -1.9648 -1.4702 1.5687  0.093

Forces on the atoms, in the same order (eV/Å):
1.2352 -0.9398 0.3572
0.3574 0.9583 0.8276
-0.0722 -0.2872 -0.2291
-0.4803 0.8606 0.1486
-0.8981 -0.6941 -1.3278
1.7432 -0.9415 -1.3146
0.8089 1.2623 1.1005
0.2874 -0.2959 -0.4581
-0.3638 -0.0022 -0.1172
-0.1783 0.2712 0.2823
0.2532 -0.6138 -0.3101
0.2194 0.0724 0.2710
0.1784 -0.1476 0.1567
-0.4407 -0.0691 -0.0629
0.0009 0.0133 -0.3571
-1.1881 -0.4939 0.5464
1.4822 0.0609 -0.5565
-1.3930 -0.0708 0.3509
-2.4431 -0.5065 1.7082
0.9472 2.0495 -1.0018
-0.0720 -0.3252 0.1174
0.1512 -0.2649 0.0052
-0.1353 0.1041 -0.1369

Strongest force on any atom, eV/A: 3.0
HOMO-LUMO gap (spin up / spin down), eV: 5.23 / 7.42
Multiplicity: 5
E_LUMO (spin up / spin down), eV: 0.02 / -0.14
ΔE to the lowest compared entry with this formula, charge and spin, kJ/mol: 0.0

---

Below is an isolated ion of composition C8H11IN3 and charge +1 in a non-equilibrium geometry, with properties calculated with wB97M-V/def2-TZVPD.

Each line ends with the Löwdin charge.
Cartesian coordinates (Å):
C: 1.8293 1.6169 0.3050  0.061
C: 1.1654 1.2939 -0.8393  0.072
C: 1.5362 0.8586 1.4326  -0.302
C: 0.1785 0.3169 -0.8469  -0.229
C: -1.3626 -1.2968 -1.2921  -0.327
C: -0.9590 -1.3330 0.1526  -0.577
C: 2.1904 1.0325 2.7257  0.005
C: -2.8010 -0.7845 -1.5466  -0.025
N: 0.6272 -0.0815 1.4434  0.177
N: -0.0020 -0.2867 0.3378  -0.103
N: -0.4692 -0.2247 -1.8481  0.160
I: -0.1064 -3.2587 0.8737  0.844
H: 2.5520 2.3821 0.1685  0.135
H: 1.3820 1.8965 -1.6836  0.127
H: -1.1873 -2.2517 -1.7168  0.108
H: -1.6952 -1.0709 0.9379  0.116
H: 1.8755 1.9847 3.2292  0.127
H: 3.2275 1.0223 2.3376  0.117
H: 1.8877 0.3024 3.3442  0.046
H: -3.1372 0.0780 -0.8141  0.133
H: -3.4700 -1.6358 -1.3258  0.094
H: -2.9307 -0.4121 -2.5391  0.067
H: -0.3309 -0.1485 -2.8357  0.174

Forces on the atoms, in the same order (eV/Å):
-1.0130 -0.8587 -1.8029
0.3520 1.4160 0.0772
-1.1028 -0.2188 1.5473
2.1542 0.4586 0.3473
-1.1273 2.3683 -0.5988
-0.4531 -1.1720 3.1403
1.4760 3.6031 -2.0252
-0.7914 0.0063 2.8161
0.2104 0.4729 0.5643
-0.5024 -0.3018 -2.8996
-1.0231 -1.7455 0.6692
-0.4123 0.8053 -0.5160
0.6768 0.5098 0.7785
0.0019 0.1012 -0.9997
0.1703 -0.6896 -0.8325
-0.3367 -0.8105 -0.8700
0.7354 -0.5012 -0.7030
0.1210 0.1349 1.6779
-0.3643 -2.8796 2.1702
1.0019 -1.6246 -1.3412
-0.0430 0.5073 -0.3720
-0.0631 -0.0530 -0.7100
0.3326 0.4717 -0.1174

Strongest force on any atom, eV/A: 4.4
Structure (SMILES): CC1=NN2C(=[NH+][C@H](C)[C@H]2I)C=C1
HOMO-LUMO gap, eV: 8.51
Multiplicity: 1
E_LUMO, eV: -4.57
ΔE to the lowest compared entry with this formula, charge and spin, kJ/mol: 0.0
Net charge: +1

---

Below is C8H11N as an isolated structure in a non-equilibrium geometry, with properties calculated with wB97M-V/def2-TZVPD.

Each line ends with the Löwdin charge.
Cartesian coordinates (Å):
C: -0.4502 -1.6290 -0.8046  -0.029
C: -0.2403 -0.1243 -0.1169  -0.538
C: -0.3414 -0.3788 1.2603  -0.155
C: 1.2519 -0.8675 1.4764  -0.124
C: 0.8941 0.8129 -0.0897  -0.287
C: -0.3006 0.8842 -1.0671  -0.182
C: -1.0647 2.1509 -0.9985  -0.105
C: -1.7398 3.1289 -1.1416  0.072
H: -1.5392 -1.4828 -1.3792  0.123
H: -0.6309 -2.5015 0.2315  0.163
H: 0.2622 -1.9357 -1.5971  0.048
H: -0.3805 0.5677 1.7435  0.103
H: -0.9197 -1.2257 1.7235  0.110
H: 1.8757 -0.7852 2.5008  0.133
H: 1.4270 -1.9355 1.0817  0.096
H: 2.3324 -0.5249 -0.5144  0.188
H: 0.6457 1.6839 0.4660  0.121
H: -0.2498 0.2880 -2.1280  0.191
H: -2.7578 3.8379 -1.0733  0.120
N: 1.9258 0.0365 0.4266  -0.047

Forces on the atoms, in the same order (eV/Å):
-2.2544 -0.0172 1.4487
-3.4420 -5.0405 -0.1182
1.2269 -1.8295 4.6178
1.4907 -0.4844 -0.6217
-0.1671 0.6424 -1.6277
-0.0349 1.3580 -5.2248
0.9401 -1.6687 -0.8745
-4.3621 2.5814 0.6424
2.7970 -0.5903 1.6457
0.7900 2.6015 -3.8903
-0.1940 -0.1241 0.7767
-0.6960 0.4188 1.3319
-0.1239 1.2171 -0.5846
-2.0238 0.0931 -2.1082
-0.5867 1.3547 0.9440
-1.0973 1.4083 3.7404
0.1945 0.4454 1.1626
-0.2881 2.2454 2.1772
3.8203 -2.1412 -0.3501
4.0108 -2.4703 -3.0876

Strongest force on any atom, eV/A: 6.1
HOMO-LUMO gap, eV: 8.95
Multiplicity: 1
E_LUMO, eV: 0.86
ΔE to the lowest compared entry with this formula, charge and spin, kJ/mol: 845.4

---

Below is a 2-piece molecular cluster, C8H11N2 overall in a non-equilibrium geometry, with properties calculated with wB97M-V/def2-TZVPD.

Each line ends with the Löwdin charge.
Cartesian coordinates (Å):
C: 4.3435 1.0681 0.0308  -0.017
C: 3.2474 0.7087 -0.1165  0.022
C: 1.3602 -0.3138 0.1853  -0.120
C: -0.7440 0.0793 -0.2581  -0.200
C: -0.8660 -1.2981 -0.6479  -0.095
C: 0.0705 -2.2128 0.1229  -0.072
C: -1.7631 2.2882 0.2643  -0.071
C: -2.0086 0.8646 -0.0465  -0.163
N: 0.4363 0.5668 -0.0133  0.201
N: 1.3525 -1.5547 0.4125  0.134
H: 5.3658 1.4744 0.0997  0.056
H: -1.9604 -1.4956 -0.4419  0.158
H: -0.8977 -1.5069 -1.7275  0.162
H: -0.2912 -2.5957 1.0495  0.128
H: 0.3812 -3.0838 -0.5634  0.176
H: -2.2691 2.7070 1.1849  0.133
H: -1.8340 2.7611 -0.6288  0.061
H: -0.7761 2.3824 0.4015  0.023
H: -2.6465 0.7184 -0.9091  0.134
H: -2.6618 0.4324 0.7969  0.175
H: 2.1609 -1.9900 0.8046  0.177

Forces on the atoms, in the same order (eV/Å):
5.5024 2.0556 0.5027
-8.2799 -4.4144 0.6934
6.1327 4.6160 -1.5731
-0.8504 1.4235 0.5417
-2.6255 -1.9291 -0.4252
1.1520 -2.3066 -1.6108
-2.2197 -0.3278 2.3180
-0.6221 -1.1580 1.3615
-1.2845 -0.1426 0.3880
-0.5790 0.2586 -0.0095
-1.2178 -0.4726 -0.1083
1.1888 -0.5544 0.2232
0.7287 0.5219 0.1043
-0.6327 -0.2942 0.5463
-0.7868 1.0902 1.1897
0.1949 -0.3630 -1.5835
-1.2256 2.4477 -2.3147
3.8091 0.4879 1.2631
-0.1686 -0.1483 -0.4488
1.3137 -0.1701 -1.0598
0.4704 -0.6202 0.0018

Strongest force on any atom, eV/A: 9.4
HOMO-LUMO gap, eV: 8.71
Multiplicity: 1
E_LUMO, eV: -5.35
ΔE to the lowest compared entry with this formula, charge and spin, kJ/mol: 665.3
Net charge: +1

---

Below is an isolated ion of composition C8H11N2O and charge +1 in a non-equilibrium geometry, with properties calculated with wB97M-V/def2-TZVPD.

Each line ends with the Löwdin charge.
Cartesian coordinates (Å):
C: 2.1501 -1.3413 0.2519  -0.071
C: 2.7709 -0.2817 -0.2861  -0.075
C: 0.7928 -1.3283 0.5365  0.021
C: 2.2952 0.9985 -0.3300  0.029
C: 0.2698 -0.1269 0.1187  -0.115
C: 0.9510 1.1382 -0.1688  -0.235
C: -1.3514 1.6038 0.0830  0.121
C: -1.8824 -0.3433 -1.1224  0.006
N: -1.8720 -0.6017 1.1331  0.151
N: -1.1728 0.1196 0.0732  -0.278
O: 0.1608 2.1810 -0.3916  0.068
H: 2.7497 -2.2586 0.3461  0.136
H: 3.8536 -0.4588 -0.4161  0.141
H: 0.3018 -2.0726 1.0510  0.100
H: 2.9493 1.7926 -0.5459  0.125
H: -2.2200 1.9502 -0.4859  0.156
H: -1.3654 1.9124 1.0975  0.129
H: -2.9476 -0.4320 -0.9659  0.112
H: -1.6216 0.2636 -1.9960  0.124
H: -1.5212 -1.3618 -1.4185  0.134
H: -2.0880 -0.0548 1.9873  0.141
H: -1.2026 -1.2981 1.4489  0.081

Forces on the atoms, in the same order (eV/Å):
-0.2641 -3.0766 0.2857
3.4379 0.2791 0.5724
1.7297 2.7525 -1.6778
-0.3215 0.5395 -0.5030
-0.1983 2.3184 0.2565
-1.3780 -3.8702 0.0142
3.3105 0.8840 0.1273
0.9292 -2.1338 -2.7634
-0.2498 0.0997 1.3426
-1.5397 0.6296 0.5691
-4.1636 -0.7268 0.6643
-0.5069 0.4243 0.3058
-0.6331 0.4876 -0.3029
-0.9660 -1.7901 0.5599
0.5399 0.9905 -0.3230
0.8098 0.0246 -0.2942
-0.1239 0.4918 0.8554
-0.0845 0.4490 0.2838
-0.0952 0.2322 0.3508
-0.2490 0.7238 0.6568
0.3771 0.2628 -0.9672
-0.3604 0.0082 -0.0129

Strongest force on any atom, eV/A: 4.3
Structure (SMILES): C[N@+]1(N)COc2ccccc21
HOMO-LUMO gap, eV: 9.70
Multiplicity: 1
E_LUMO, eV: -3.17
ΔE to the lowest compared entry with this formula, charge and spin, kJ/mol: 437.4
Net charge: +1